(1)
ORCA calculation (ωB97M-V with the def2-TZVPD basis set) on a structure of composition C10H6AlCl2N2O3RuS at a distorted geometry.

```
26
C10H6AlCl2N2O3RuS, DFT ωB97M-V with the def2-TZVPD basis set
Ru 1.367 -0.242 -2.839
Al -1.180 0.864 -1.569
Cl -1.917 -0.852 -2.824
Cl -2.606 2.393 -1.290
C 2.642 0.500 -1.708
C 2.097 -1.697 -3.741
C 1.433 1.035 -4.193
O 3.427 0.988 -0.996
O 2.539 -2.609 -4.321
O 1.461 1.839 -5.033
N 0.663 -1.636 -1.257
C 0.267 -1.113 0.017
N -0.490 -0.025 0.087
C -0.712 0.361 1.432
C -1.521 1.410 1.867
C -1.804 1.507 3.231
C -1.255 0.588 4.138
C -0.410 -0.441 3.688
C -0.151 -0.543 2.327
S 0.785 -1.790 1.477
H 1.357 -2.370 -1.096
H -0.166 -2.080 -1.682
H -1.919 2.102 1.128
H -2.458 2.305 3.593
H -1.484 0.674 5.200
H 0.036 -1.167 4.365
```

Calculated values
net charge: +4
total energy: -2373.9522 Eh
gap between HOMO and LUMO (spin up / spin down): 7.58 / 3.81 eV
LUMO level (spin up / spin down): -16.0 / -20.0 eV
2S+1: 6
HOMO level (spin up / spin down): -0.8682 / -0.8768 hartree
energy relative to the best compared isomer or geometry (same formula, charge and spin): 1.890 eV
maximum force: 0.214 hartree/bohr


(2)
ORCA calculation (ωB97M-V with the def2-TZVPD basis set) on a structure of composition C28H68MnO26 at a distorted geometry.

```
123
C28H68MnO26, DFT ωB97M-V with the def2-TZVPD basis set
Mn 0.560 -0.045 0.372
C 0.343 2.423 -2.883
C 0.188 3.352 -4.048
C -1.167 3.280 -4.871
O -1.294 4.070 -5.815
C -2.203 2.382 -4.371
C -1.954 1.519 -3.353
C -0.609 1.533 -2.614
O -0.319 0.733 -1.620
O -2.919 0.726 -3.067
O 1.096 4.176 -4.395
H 1.200 2.546 -2.237
H -3.137 2.391 -4.913
C 0.342 -4.162 -1.117
C 0.674 -3.202 0.057
O -0.105 -2.008 -0.147
O -1.023 -4.441 -1.229
H 0.941 -5.070 -1.048
H 0.688 -3.646 -2.012
H 1.732 -3.003 0.227
H 0.268 -3.614 0.981
H -0.970 -2.341 -0.396
H -1.087 -5.135 -1.890
C -4.324 -3.038 -2.938
C -2.811 -2.892 -3.290
O -2.642 -1.919 -4.307
O -5.000 -3.467 -4.094
H -4.752 -2.061 -2.717
H -4.607 -3.661 -2.089
H -2.404 -3.769 -3.794
H -2.223 -2.522 -2.450
H -2.695 -1.084 -3.837
H -4.792 -2.759 -4.707
C -1.197 0.262 2.735
C -0.272 -0.877 2.988
O 1.008 -0.779 2.274
O -1.311 0.523 1.338
H -0.920 1.152 3.300
H -2.190 0.060 3.137
H -0.720 -1.825 2.691
H -0.046 -0.964 4.050
H 1.636 -1.408 2.636
H -2.249 0.558 1.135
C 1.277 4.858 2.823
C 1.098 5.985 1.788
O 1.161 5.594 0.500
O 0.370 3.816 2.503
H 1.150 5.220 3.843
H 2.280 4.448 2.700
H 1.861 6.754 1.906
H 0.170 6.536 1.940
H 1.328 6.377 -0.031
H -0.501 4.187 2.663
C 5.437 0.099 3.863
C 6.869 -0.488 3.691
O 7.715 0.112 4.713
O 4.915 -0.371 5.081
H 4.802 -0.151 3.013
H 5.412 1.186 3.798
H 7.229 -0.209 2.701
H 6.723 -1.558 3.843
H 8.160 -0.525 5.277
H 5.204 0.181 5.811
C 3.963 -3.238 2.498
C 2.713 -3.768 3.113
O 2.169 -2.861 4.069
O 3.601 -2.129 1.709
H 4.401 -4.043 1.908
H 4.706 -2.918 3.228
H 2.940 -4.662 3.693
H 1.909 -4.088 2.450
H 2.804 -2.756 4.781
H 4.203 -2.031 0.967
C -2.526 4.690 -1.371
C -1.783 4.136 -0.139
O -2.777 3.613 0.691
O -3.403 5.741 -0.972
H -3.056 3.818 -1.754
H -1.895 4.999 -2.205
H -1.315 4.999 0.335
H -0.990 3.422 -0.363
H -2.654 4.079 1.521
H -4.283 5.422 -1.183
C 2.804 1.670 1.138
C 3.231 0.964 -0.141
O 2.448 -0.177 -0.428
O 1.403 1.820 1.134
H 3.317 2.630 1.177
H 2.965 0.986 1.971
H 4.292 0.716 -0.142
H 3.108 1.696 -0.940
H 2.939 -0.693 -1.072
H 1.122 2.608 1.607
C -4.932 0.971 -0.069
C -6.016 0.532 -1.106
O -6.466 -0.773 -0.921
O -3.711 0.302 -0.228
H -5.310 0.862 0.948
H -4.861 2.030 -0.319
H -5.616 0.492 -2.119
H -6.846 1.229 -1.216
H -6.590 -1.041 -1.835
H -3.392 0.408 -1.127
C -3.925 -2.871 1.333
C -3.467 -4.341 1.502
O -3.201 -4.965 0.288
O -2.825 -2.089 0.850
H -4.260 -2.488 2.297
H -4.734 -2.799 0.607
H -4.215 -4.938 2.023
H -2.565 -4.397 2.110
H -2.419 -4.614 -0.144
H -3.261 -1.317 0.483
C 2.778 -0.217 -3.762
C 3.149 -1.646 -3.446
O 3.041 -2.083 -2.138
O 3.809 0.662 -3.484
H 1.986 0.234 -3.165
H 2.443 -0.131 -4.795
H 4.162 -1.865 -3.782
H 2.498 -2.285 -4.042
H 3.358 -2.988 -2.090
H 3.639 1.435 -4.028
```

Calculated values
total energy: -4214.6883 Eh
gap between HOMO and LUMO (spin up / spin down): 5.20 / 5.20 eV
LUMO level (spin up / spin down): -0.7 / -0.7 eV
2S+1: 6
HOMO level (spin up / spin down): -0.2180 / -0.2180 hartree
energy relative to the best compared isomer or geometry (same formula, charge and spin): 0.000 eV
maximum force: 0.089 hartree/bohr


(3)
ORCA calculation (ωB97M-V with the def2-TZVPD basis set) on the molecule C4H10O2.

```
16
C4H10O2, DFT ωB97M-V with the def2-TZVPD basis set
C 1.583 0.586 0.217
C 0.262 -0.169 0.069
C -0.115 -0.299 -1.420
O 0.451 -1.453 0.648
C -0.876 0.501 0.848
O -2.010 -0.355 0.865
H 1.685 1.034 1.211
H 2.408 -0.120 0.084
H 1.682 1.378 -0.531
H 0.014 0.653 -1.945
H 0.516 -1.055 -1.893
H -1.155 -0.616 -1.585
H -0.432 -1.744 0.925
H -0.586 0.618 1.897
H -1.122 1.492 0.439
H -2.259 -0.505 -0.056
```

Calculated values
SMILES string: CC(C)(O)CO
total energy: -308.8776 Eh
gap between HOMO and LUMO: 10.92 eV
LUMO level: 0.8 eV
2S+1: 1
HOMO level: -0.3723 hartree
energy relative to the best compared isomer or geometry (same formula, charge and spin): 0.558 eV
maximum force: 0.006 hartree/bohr


(4)
ORCA calculation (ωB97M-V with the def2-TZVPD basis set) on a cluster of 3 separate species, C6H16N2OS in total.

```
26
C6H16N2OS, DFT ωB97M-V with the def2-TZVPD basis set
C -2.868 1.997 -0.407
C -2.207 -1.325 0.588
C -3.520 -3.347 1.199
C -2.844 -0.530 -0.310
C -2.932 -2.020 1.693
C -1.726 2.187 0.201
N -3.978 2.251 -0.990
N 11.390 1.312 -1.784
O -1.140 3.355 0.453
S -0.475 -1.494 0.456
H -2.734 -4.035 0.897
H -4.176 -3.181 0.349
H -4.096 -3.808 1.995
H -3.919 -0.489 -0.291
H -2.341 -0.223 -1.211
H -2.269 -2.212 2.538
H -3.747 -1.379 2.037
H -1.123 1.357 0.553
H -4.067 2.212 -2.004
H -4.849 2.322 -0.469
H -1.635 4.131 0.157
H 10.496 0.806 -1.725
H 11.211 2.314 -1.936
H 11.945 0.940 -2.568
H 11.914 1.187 -0.906
H -0.311 -2.328 1.485
```

Calculated values
net charge: +2
total energy: -820.4932 Eh
gap between HOMO and LUMO (spin up / spin down): 7.46 / 7.46 eV
LUMO level (spin up / spin down): -5.9 / -5.9 eV
2S+1: 1
HOMO level (spin up / spin down): -0.4915 / -0.4915 hartree
energy relative to the best compared isomer or geometry (same formula, charge and spin): 0.000 eV
maximum force: 0.017 hartree/bohr